This record from the Open Molecules 2025 dataset describes a structure of composition C35H53Ge2O3Se2Ti. The level of theory is wB97M-V/def2-TZVPD.

Output
2S+1: 4
total energy: -11397.33001 a.u.
LUMO level (spin up / spin down): 0.5 / -1.1 eV
Kohn-Sham gap (spin up / spin down): 7.7 / 6.8 eV
energy relative to the best compared isomer or geometry (same formula, charge and spin): 18.4 kcal/mol
strongest force on any atom: 1.4 eV/A
HOMO level (spin up / spin down): -7.23 / -7.91 eV
<S²>: 3.763

```
96
C35H53Ge2O3Se2Ti (wB97M-V/def2-TZVPD)
Se -0.2297 -2.6719 2.2072
Se 0.0052 -2.6589 -0.8566
Ge -1.7061 1.3711 -1.3252
Ge 3.0293 0.3150 1.7660
Ti 0.6012 -0.6674 0.7242
O 1.1300 0.7226 2.0695
O 2.3168 0.0657 -0.0748
O 2.5156 -1.5284 1.9943
C -5.4352 3.7692 0.4783
C -5.3990 2.3875 0.5579
C -3.1398 -0.4983 -5.5102
C -1.1312 0.1717 0.0784
C 3.1934 -3.6006 1.0294
C 3.3920 -2.6231 2.1965
C 4.8610 -2.1799 2.2523
C -3.3431 3.7429 -0.6879
C -1.7926 -0.3952 -5.2106
C 0.9963 4.6500 -1.1065
C -1.3933 0.1122 -3.9875
C -3.6726 0.4110 -3.3534
C -4.3283 1.6930 0.0254
C -1.9616 -2.7551 -0.9828
C -2.0708 -3.0689 2.8080
C 4.3115 -0.3859 -1.3686
C -0.2830 2.5622 2.6680
C 0.6227 4.2737 -3.4360
C -2.3234 0.5342 -3.0472
C -4.4002 4.4469 -0.1425
C -0.5277 0.3426 3.7738
C -0.4094 2.8121 -1.8157
C 1.2128 5.0117 -2.4247
C -4.0795 -0.0989 -4.5750
C -1.0929 -6.0963 0.2717
C 0.2007 3.5559 -0.8119
C 2.0515 -0.0766 -2.4249
C 1.4890 1.7625 4.2275
C -0.1901 3.1948 -3.1324
C -0.3661 -6.3843 1.3301
C 3.0470 -3.2964 3.5322
C 3.2219 1.8764 -1.3726
C 2.9784 0.3668 -1.2870
C 0.4770 1.3278 3.1671
C -3.2884 2.3597 -0.6089
H 4.7718 -0.2274 -2.3390
H 4.9886 -0.0316 -0.5907
H 2.1530 -3.9328 0.9990
H -6.2632 4.3164 0.9049
H -4.2994 0.6120 0.1039
H -0.8012 -6.6632 2.2769
H 3.7061 2.1424 -2.3079
H 3.8499 -4.4633 1.1224
H -1.0426 0.7956 4.6181
H -2.3195 -1.9631 -1.6379
H -2.5408 4.2704 -1.1839
H -4.4164 0.7281 -2.6349
H -2.5612 -2.1694 3.1759
H -2.3853 -2.6329 0.0120
H 3.8531 2.2001 -0.5451
H 0.7861 4.5521 -4.4670
H 0.0526 3.2697 0.2172
H -2.0395 -0.2798 0.5136
H -0.0088 -0.5558 4.1126
H 0.4304 3.3251 2.3591
H 0.7097 -6.3611 1.2899
H 2.3685 0.3271 -3.3851
H 3.4117 -3.0933 0.0882
H 3.1900 -2.5850 4.3443
H -3.4547 -0.8776 -6.4722
H 1.0497 0.2954 -2.1897
H 2.0350 0.8958 4.5984
H 1.8357 5.8630 -2.6610
H 3.6907 -4.1549 3.7029
H -0.9160 2.9737 3.4502
H 5.1413 -1.6843 1.3222
H -4.4187 5.5246 -0.2044
H -0.9115 2.2682 1.8222
H -2.6370 -3.5064 1.9893
H 2.0056 -3.6162 3.5309
H -0.6637 2.6435 -3.9331
H -0.6297 -5.8248 -0.6639
H -2.1708 -6.1089 0.2937
H 5.0053 -1.4846 3.0813
H -5.1327 -0.1780 -4.8089
H 1.4440 5.2197 -0.3046
H -2.2359 -3.7265 -1.3838
H -0.3384 0.1871 -3.7675
H 4.1447 -1.4525 -1.2301
H 2.0246 -1.1679 -2.4888
H -1.2683 0.0687 3.0155
H 0.9768 2.2509 5.0528
H 2.1983 2.4626 3.7871
H 2.2690 2.3930 -1.3079
H -1.9819 -3.8018 3.6066
H -6.2064 1.8490 1.0355
H 5.5062 -3.0440 2.4014
H -1.0467 -0.6982 -5.9319
```



This record from the Open Molecules 2025 dataset describes a structure of composition C35H53MgNOP2Sb. The level of theory is wB97M-V/def2-TZVPD.

Output
total charge: +1
total energy: -2618.16729 a.u.
LUMO level: -2.9 eV
Kohn-Sham gap: 6.0 eV
energy relative to the best compared isomer or geometry (same formula, charge and spin): 31.8 kcal/mol
strongest force on any atom: 4.7 eV/A
HOMO level: -8.87 eV

```
94
C35H53MgNOP2Sb (wB97M-V/def2-TZVPD)
Sb -0.1713 0.1257 3.2322
P -0.0762 -2.3804 -0.2561
P -0.0501 2.4724 -0.0477
Mg -1.0984 0.0531 -0.3326
O 2.2875 0.0126 0.2152
N -0.4375 0.1447 -2.7442
C -3.1253 -0.5995 3.3516
C -1.8851 -0.9649 3.9076
C 4.1131 -0.8358 4.4473
C -3.0028 -2.6454 5.2531
C 1.4348 3.4912 0.4012
C 0.5775 3.5351 6.1441
C 1.3894 -3.4158 0.1855
C -4.2804 -1.3168 3.6704
C -0.0481 -2.3402 -2.0996
C 1.6797 -0.5494 4.3793
C -1.8268 -1.9899 4.8583
C 1.7151 -3.3414 1.6780
C -4.2231 -2.3139 4.6490
C -1.5926 -3.3929 0.0857
C 0.4428 1.4048 -2.7442
C 1.3797 -4.8794 -0.2576
C 0.7292 2.5134 5.1927
C 1.3550 4.9993 0.1519
C -0.3709 1.7636 4.7668
C 4.0435 -1.1462 5.8129
C -1.7115 -3.7333 1.5721
C 2.8034 -1.1660 6.4669
C -1.7925 3.0394 6.2760
C -1.5751 3.4638 0.3802
C -0.6883 3.7956 6.6876
C 1.1155 0.0210 0.2239
C 2.9274 -0.5483 3.7454
C -1.6264 2.0259 5.3226
C 0.4462 -1.1092 -2.8625
C -1.8063 -4.6409 -0.7783
C -0.0727 2.5605 -1.8925
C -1.6953 3.6931 1.8854
C 1.6327 -0.8615 5.7422
C -1.7914 4.7737 -0.3893
C 1.9024 3.2433 1.8346
H 0.6935 5.4980 0.8714
H 1.7299 2.3049 4.8069
H -3.2082 0.2211 2.6461
H 2.7444 -1.4145 7.5382
H -0.8899 4.3225 2.2884
H 0.5808 -1.3665 -3.9373
H 2.8036 3.8377 2.0357
H 1.1264 -5.0068 -1.3139
H -5.1406 -2.8181 4.9485
H -1.5038 -2.8826 2.2371
H -2.9653 -3.4221 6.0267
H 1.1593 3.5469 2.5798
H 2.2031 -2.8984 -0.3477
H -2.8203 5.1038 -0.1776
H 0.5962 1.7534 -3.7888
H 0.7014 -5.4896 0.3527
H -5.2172 -1.0628 3.1665
H -1.1054 5.5610 -0.0501
H 0.6498 -3.1414 -2.3692
H 2.2003 3.0660 -0.2700
H -1.1581 0.0379 1.4687
H 2.6429 -3.8924 1.8833
H 2.1658 2.2002 2.0322
H -2.8250 -5.0113 -0.5779
H 1.4463 4.1216 6.4587
H -0.8794 -2.2896 5.3102
H 0.6848 -0.8548 6.2803
H 1.4550 1.1320 -2.4293
H 0.5836 3.4064 -2.1162
H 1.8750 -2.3231 2.0445
H -1.0109 0.1774 -3.5796
H -1.0836 2.8182 -2.2344
H -1.6866 4.6465 -1.4736
H -1.7114 2.7617 2.4672
H -1.7262 -4.4238 -1.8502
H -1.0402 -2.6141 -2.4880
H -1.0615 -4.5707 1.8666
H -1.0971 -5.4409 -0.5236
H 0.9366 -3.7920 2.3030
H 5.0809 -0.8168 3.9302
H 4.9562 -1.3721 6.3673
H -2.7439 -4.0464 1.7924
H 3.0077 -0.3091 2.6837
H -2.3888 2.7700 0.0931
H -0.8131 4.5851 7.4258
H 2.3909 -5.2895 -0.1169
H -2.7844 3.2319 6.6946
H 1.4639 -0.8597 -2.5412
H -2.4917 1.4300 5.0257
H -2.4089 -2.6839 -0.1423
H -2.6392 4.2180 2.0930
H 1.0419 5.2493 -0.8660
H 2.3597 5.4213 0.2967
```